(1)
{
  "formula": "C4H7O4P",
  "method": "ωB97M-V with the def2-TZVPD basis set",
  "species": ["C", "C", "C", "C", "O", "O", "O", "O", "P", "H", "H", "H", "H", "H", "H", "H"],
  "coordinates": [[-2.12435, 0.52516, -1.77068], [-1.32376, -0.10845, 2.34152], [2.19143, -0.02132, -0.12416], [1.03426, -0.67408, -0.80433], [-2.26988, -0.32025, -1.03595], [-0.59898, 1.48838, 0.16146], [-1.87102, 1.34091, -2.49900], [0.04871, -0.97114, 0.16458], [-0.77393, 0.20235, 0.86982], [-2.27413, 0.38906, 2.45660], [-0.98635, -0.93030, 2.95538], [2.08837, -0.35833, 0.86902], [3.08044, -0.16730, -0.65904], [1.95364, 1.06798, -0.16825], [1.15274, -1.58137, -1.30952], [0.67280, 0.11869, -1.44744]],
  "atomic_forces_ev_per_a": [[0.617, 0.478, -0.333], [-0.554, -0.190, 0.070], [-1.406, 1.585, -0.605], [-0.530, 1.796, -0.208], [-1.540, -3.345, 2.450], [-0.700, -0.364, 0.256], [0.321, 2.861, -2.727], [-1.179, 0.112, 1.528], [2.027, 0.082, -1.011], [0.055, 0.284, 0.835], [-0.356, -0.141, -0.276], [1.117, -0.349, 1.370], [1.562, -0.465, -0.183], [0.462, -0.691, 0.427], [0.688, -1.246, -0.840], [-0.584, -0.408, -0.752]],
  "max_force_ev_per_a": 4.4,
  "e_above_lowest_ev": 1.352,
  "homo_lumo_gap_ev": 9.65,
  "total_energy_ev": -21739.802
}



(2)
{
  "formula": "C4H7O4S2",
  "method": "ωB97M-V with the def2-TZVPD basis set",
  "species": ["C", "C", "C", "C", "O", "O", "O", "O", "S", "S", "H", "H", "H", "H", "H", "H", "H"],
  "coordinates": [[0.04901, -1.86263, 0.29303], [0.37380, -0.60682, 0.52989], [-0.07462, 0.87162, -1.81264], [0.20353, 0.28182, 1.71754], [-1.78755, 1.91638, 0.42699], [-2.29931, -0.42814, 1.08039], [2.27630, 1.02767, -0.16804], [1.85976, -0.83677, -1.68696], [-1.74786, 0.89454, 1.48017], [1.29354, 0.15237, -0.78499], [0.49946, -2.50359, -0.51413], [-0.74696, -2.40268, 0.78771], [-0.65914, 1.37141, -0.95184], [0.37926, 1.30297, -2.59616], [-0.67246, -0.06144, -2.10270], [0.86177, 1.21854, 1.63396], [0.19146, -0.33524, 2.66778]],
  "atomic_forces_ev_per_a": [[-0.491, -2.035, -1.066], [1.569, 0.815, 0.683], [-1.785, -3.105, 5.478], [-0.931, 0.317, -0.971], [0.415, 0.452, -0.974], [-0.257, 0.357, -0.248], [-0.719, 0.747, -0.477], [0.142, -0.400, 0.083], [-0.072, -1.133, 2.322], [0.554, -0.888, -1.328], [-0.496, 1.406, 0.383], [0.293, 0.228, 0.898], [0.329, 0.331, -2.046], [1.272, 2.140, -2.646], [0.986, 1.306, 0.358], [-0.904, -1.701, 0.600], [0.096, 1.165, -1.049]],
  "max_force_ev_per_a": 6.5,
  "e_above_lowest_ev": 1.727,
  "total_charge": -1,
  "homo_lumo_gap_ev": 7.22,
  "total_energy_ev": -34120.970
}



(3)
{
  "formula": "C4H7OP",
  "method": "ωB97M-V with the def2-TZVPD basis set",
  "species": ["C", "C", "P", "C", "C", "O", "H", "H", "H", "H", "H", "H", "H"],
  "coordinates": [[-3.35351, -0.34895, 0.01417], [-2.26397, 0.15148, -0.06182], [-0.77048, 1.08514, -0.15888], [0.31202, -0.41984, 0.29743], [1.77935, -0.16187, -0.07375], [2.22660, 1.22418, 0.12883], [-4.19819, -1.00712, 0.25609], [-0.75728, 0.91676, -1.63648], [0.13675, -0.68520, 1.32706], [0.18341, -1.19646, -0.37262], [1.99377, -0.18785, -1.21262], [2.39149, -0.85299, 0.50926], [2.32001, 1.48272, 0.98332]],
  "atomic_forces_ev_per_a": [[-0.924, -1.411, 0.785], [-0.470, 0.483, -0.034], [0.388, -1.036, -1.081], [1.259, 2.498, -0.776], [0.800, 2.255, -0.569], [-0.612, -1.789, -4.041], [0.689, 0.928, -0.514], [0.401, 0.235, 1.215], [0.041, -0.111, 0.289], [-1.487, -2.002, -0.908], [-0.670, -0.769, 1.936], [0.326, -0.034, -0.389], [0.258, 0.754, 4.088]],
  "max_force_ev_per_a": 4.5,
  "smiles": "C#CPCCO",
  "e_above_lowest_ev": 3.000,
  "homo_lumo_gap_ev": 9.97,
  "total_energy_ev": -15594.438
}



(4)
{
  "formula": "C4H7OP",
  "method": "ωB97M-V with the def2-TZVPD basis set",
  "species": ["C", "C", "C", "C", "O", "P", "H", "H", "H", "H", "H", "H", "H"],
  "coordinates": [[-0.03580, 0.59010, -0.28445], [0.53635, -0.60430, 0.44508], [-0.36774, 0.41234, -1.76012], [-0.24954, -1.27290, 1.49075], [-0.54024, -2.42976, 1.64310], [-1.31136, 1.88134, -2.45220], [-1.05483, 0.94295, 0.05961], [0.60847, 1.36098, -0.03931], [0.83238, -1.44041, -0.28472], [1.37601, -0.07787, 0.91420], [0.55193, 0.26492, -2.40609], [-1.12608, -0.32005, -1.99802], [-0.52386, -0.63649, 2.41150]],
  "atomic_forces_ev_per_a": [[-3.924, -0.688, -0.416], [0.886, -1.530, -1.612], [1.292, 1.496, -1.497], [-0.865, 0.675, 3.236], [0.255, -0.306, -1.197], [0.457, -0.126, 0.137], [1.048, -0.562, 0.675], [1.083, 1.991, -0.470], [0.077, 1.349, 0.958], [0.378, -1.293, 0.359], [-1.019, -0.147, 0.613], [0.152, -0.960, 0.378], [0.181, 0.101, -1.164]],
  "max_force_ev_per_a": 4.0,
  "e_above_lowest_ev": 3.587,
  "homo_lumo_gap_ev": [7.22, 7.15],
  "total_energy_ev": -15593.850
}



(5)
{
  "formula": "C4H7OP",
  "method": "ωB97M-V with the def2-TZVPD basis set",
  "species": ["C", "C", "P", "C", "C", "O", "H", "H", "H", "H", "H", "H", "H"],
  "coordinates": [[3.12680, -0.62050, -0.67498], [2.40436, -0.20903, 0.23026], [0.94532, 0.92292, 1.31910], [-0.28469, 0.27225, 0.00825], [-1.81698, 0.34664, 0.24870], [-2.45720, -0.35677, -0.81809], [3.60992, -1.17104, -1.36757], [0.83451, -0.26833, 2.15089], [-0.06981, 0.99027, -0.78342], [0.16571, -0.75604, -0.04432], [-2.30363, 1.24105, 0.34667], [-2.03656, -0.38653, 1.05130], [-2.11776, -0.00490, -1.66679]],
  "atomic_forces_ev_per_a": [[-2.863, 1.698, 3.642], [-0.567, 1.804, -0.038], [1.940, -3.185, -1.527], [0.147, 0.874, 1.292], [1.692, -4.964, -0.045], [0.203, 0.375, -1.384], [1.490, -1.258, -1.853], [-0.110, 0.878, -0.121], [0.323, -0.685, -0.659], [-1.332, 1.012, -0.931], [-0.545, 2.651, 0.701], [-0.024, 1.085, 0.304], [-0.354, -0.286, 0.619]],
  "max_force_ev_per_a": 5.2,
  "smiles": "C#CPCCO",
  "e_above_lowest_ev": 4.073,
  "homo_lumo_gap_ev": 10.13,
  "total_energy_ev": -15593.365
}



(6)
{
  "formula": "C4H7OPb",
  "method": "ωB97M-V with the def2-TZVPD basis set",
  "species": ["H", "C", "C", "C", "O", "Pb", "H", "H", "H", "H", "C", "H", "H"],
  "coordinates": [[-1.90925, -0.78411, 0.76480], [-0.08084, -0.10978, -1.23380], [-1.07086, -0.26656, 0.28598], [0.28321, -0.70023, 0.61759], [0.88227, -0.59032, 1.74027], [1.00065, 0.46539, 3.40840], [0.47174, -1.00907, -1.53654], [-0.90554, 0.06293, -1.94759], [-1.29860, 0.77771, 0.54098], [-0.52546, -1.74075, 0.63584], [0.83036, 1.05134, -0.88856], [1.88573, 0.83359, -1.11716], [0.43656, 2.00987, -1.27021]],
  "atomic_forces_ev_per_a": [[-0.146, -0.950, -1.232], [-2.218, 0.445, 0.199], [1.811, 4.559, -0.763], [-6.134, -5.463, 1.975], [1.675, 0.187, -0.182], [0.256, 1.079, 1.716], [-0.371, 0.090, 0.319], [0.600, 0.222, -0.048], [0.128, 0.552, -0.471], [4.740, -0.093, -0.610], [-0.317, -0.778, -2.428], [-0.436, 0.349, 0.570], [0.412, -0.198, 0.954]],
  "max_force_ev_per_a": 8.4,
  "e_above_lowest_ev": 7.670,
  "total_charge": 1,
  "homo_lumo_gap_ev": [5.24, 7.16],
  "total_energy_ev": -11540.028
}



(7)
{
  "formula": "C4H7OTl",
  "method": "ωB97M-V with the def2-TZVPD basis set",
  "species": ["C", "C", "C", "O", "Tl", "H", "H", "H", "H", "C", "H", "H", "H"],
  "coordinates": [[-0.97188, -0.54983, -0.11473], [0.54276, -0.47540, -0.13932], [1.27229, 0.63660, 0.13502], [2.57581, 0.73762, 0.15938], [4.13428, -0.87988, 0.72749], [-1.46789, -1.15542, -0.89184], [1.07157, -1.41855, -0.33178], [-1.23971, -1.46410, 0.71583], [0.70634, 1.57976, 0.28374], [-1.69039, 0.64994, 0.39614], [-1.88214, 1.51014, -0.25129], [-1.82919, 0.80528, 1.46754], [-1.22186, 0.02386, -2.15617]],
  "atomic_forces_ev_per_a": [[-0.778, -1.928, 3.947], [0.141, 0.247, -0.175], [-2.077, -0.523, -0.532], [2.454, -0.556, 0.416], [-1.180, 0.890, -0.350], [0.387, 0.754, -1.024], [0.109, 0.037, -0.028], [0.877, 1.868, -1.128], [0.311, -0.535, 0.085], [-0.560, -0.003, -0.455], [0.034, -0.290, 0.069], [0.260, -0.106, -0.270], [0.023, 0.146, -0.555]],
  "max_force_ev_per_a": 4.5,
  "e_above_lowest_ev": 2.999,
  "spin_multiplicity": 2,
  "s2": 0.8706,
  "total_charge": -1,
  "homo_lumo_gap_ev": [2.46, 3.16],
  "total_energy_ev": -10995.415
}



(8)
{
  "formula": "C4H7OTl",
  "method": "ωB97M-V with the def2-TZVPD basis set",
  "species": ["C", "C", "C", "O", "Tl", "H", "H", "H", "H", "C", "H", "H", "H"],
  "coordinates": [[2.28007, -0.46083, 1.18645], [0.54036, -0.05992, -0.45972], [-0.64495, -0.03193, 0.33204], [-1.74239, -0.46770, -0.07948], [-3.15879, -1.36865, -1.90404], [2.57378, -1.46325, 0.85247], [0.48470, -0.57860, -1.42232], [3.14688, -0.02886, 1.70483], [1.39682, -0.62789, 1.87791], [1.84680, 0.43733, 0.02430], [1.69554, 1.46580, 0.40015], [2.58746, 0.43960, -0.78680], [-0.64242, 0.59495, 1.24189]],
  "atomic_forces_ev_per_a": [[-0.424, -0.586, 0.874], [-0.083, -0.601, -0.192], [-0.108, 1.121, -0.794], [0.177, -0.257, 0.153], [-0.009, 0.012, 0.087], [-0.063, 0.246, -0.125], [-0.094, 0.151, 0.277], [-0.453, -0.096, 0.052], [1.263, 0.378, -0.431], [-0.328, 0.274, -0.113], [0.265, -0.268, -0.134], [-0.240, 0.139, 0.312], [0.095, -0.512, 0.033]],
  "max_force_ev_per_a": 1.4,
  "e_above_lowest_ev": 0.000,
  "spin_multiplicity": 2,
  "s2": 0.7596,
  "total_charge": 1,
  "homo_lumo_gap_ev": [8.71, 9.01],
  "total_energy_ev": -10994.670
}



(9)
{
  "formula": "C4H7P",
  "method": "ωB97M-V with the def2-TZVPD basis set",
  "species": ["C", "C", "C", "C", "P", "H", "H", "H", "H", "H", "H", "H"],
  "coordinates": [[0.02653, -1.07910, -1.76658], [0.35584, 0.05427, -1.08339], [0.00444, 0.37122, 0.21432], [-0.76049, -0.35019, 1.22611], [1.45074, 2.41955, 0.65098], [0.37293, -1.22584, -2.77411], [-0.56297, -1.86578, -1.33129], [0.96624, 0.78245, -1.60390], [-0.14385, -0.55314, 2.10358], [-1.62407, 0.22877, 1.55427], [-1.11622, -1.30136, 0.82191], [1.03089, 2.51915, 1.98809]],
  "atomic_forces_ev_per_a": [[-0.115, -0.200, -0.041], [0.083, 0.166, -0.099], [2.354, 2.859, 0.052], [-0.079, -0.015, 0.285], [-1.934, -2.584, -0.519], [0.036, -0.020, -0.175], [-0.145, -0.165, 0.112], [-0.001, -0.037, -0.062], [-0.055, -0.044, 0.034], [-0.061, -0.001, 0.059], [-0.027, -0.028, 0.027], [-0.055, 0.068, 0.326]],
  "max_force_ev_per_a": 3.7,
  "e_above_lowest_ev": 4.174,
  "homo_lumo_gap_ev": [6.67, 8.65],
  "total_energy_ev": -13545.100
}